Computed, not measured: one molecule with the formula C4H7O2P, with ωB97M-V/def2-TZVPD.

```
14
Properties=species:S:1:pos:R:3:forces:R:3:lowdin_charge:R:1
C -1.145310 0.929306 1.003316 1.3 1.0 1.9 -0.024
C -0.196700 0.165470 0.145984 2.3 2.1 0.3 -0.465
C 1.441021 0.817072 0.152816 -2.6 -1.4 0.6 -0.555
O 1.768230 1.945420 -0.060022 -0.5 -0.7 0.2 0.035
P 2.427763 -0.751545 0.474966 0.8 1.1 -0.2 0.902
C -0.427754 -0.752308 -0.945983 -2.1 0.7 -2.3 -0.164
O -0.195152 -1.244457 0.324306 1.2 -0.4 0.9 -0.102
H -1.685133 0.139324 1.610929 -0.3 1.5 -0.9 0.112
H -1.601899 1.794961 0.491138 -0.8 -1.1 0.0 0.089
H -0.516805 1.550974 1.764215 -0.8 -1.4 -0.9 0.107
H 2.069929 -0.820237 -0.885669 0.4 -0.8 -0.3 -0.080
H 3.569583 0.018989 0.120966 0.3 -0.3 0.1 -0.094
H -1.462215 -0.951751 -1.349452 1.1 0.3 0.4 0.142
H 0.364928 -0.736774 -1.702717 -0.2 -0.7 0.2 0.097
```
Positions in Å, forces in eV/Å.

The calculation puts the HOMO energy at -8.79 eV. Its SMILES is C[C@]1(C(=O)P)CO1. The calculation puts the calculated total energy at -648.32246 hartree. As for the molar mass: 118.07 g/mol. The value obtained for the largest force on an atom is 0.062 Eh/bohr. As for the charge: 0. The value obtained for the LUMO energy is 0.029 hartree.